[1]
Density functional theory data (wB97M-V/def2-TZVPD) for one molecule with the formula C7H13NO5 at a distorted geometry.

Last columns: bonded neighbours and bond lengths (Å).
Cartesian coordinates (Å):
1 C -0.531 -3.204 1.269  N2 1.522, H14 1.153, H15 1.149, H16 1.139
2 N -1.699 -2.865 0.353  C1 1.522, C3 1.488, H17 1.038
3 C -1.439 -1.468 -0.089  N2 1.488, O4 1.460, H18 1.157, H19 1.156
4 O -2.580 -0.567 0.052  C3 1.460, C5 1.419
5 C -2.309 0.482 0.968  O4 1.419, O6 1.262, O7 1.416
6 O -2.427 0.203 2.193  C5 1.262
7 O -1.974 1.813 0.615  C5 1.416, C8 1.446
8 C -0.755 1.882 -0.159  O7 1.446, C9 1.610, H20 1.157, H21 1.142
9 C 0.540 2.290 0.707  C8 1.610, O10 1.448, H22 1.150, H23 1.154
10 O 1.741 2.472 -0.080  C9 1.448, C11 1.418
11 C 2.196 1.257 -0.652  O10 1.418, C12 1.595, O13 1.267
12 C 2.754 1.196 -2.145  C11 1.595, H24 1.140, H25 1.137, H26 1.143
13 O 2.144 0.162 -0.016  C11 1.267
14 H -0.715 -2.604 2.237  C1 1.153
15 H 0.481 -2.884 0.830  C1 1.149
16 H -0.475 -4.329 1.442  C1 1.139
17 H -1.512 -3.443 -0.489  N2 1.038
18 H -0.586 -1.014 0.546  C3 1.157
19 H -1.102 -1.426 -1.194  C3 1.156
20 H -0.877 2.714 -0.953  C8 1.157
21 H -0.498 0.935 -0.743  C8 1.142
22 H 0.713 1.562 1.580  C9 1.150
23 H 0.319 3.308 1.204  C9 1.154
24 H 3.342 2.149 -2.356  C12 1.140
25 H 3.368 0.244 -2.238  C12 1.137
26 H 1.882 1.134 -2.882  C12 1.143

Output
highest occupied orbital energy: -10.0 eV
energy relative to the best compared isomer or geometry (same formula, charge and spin): 36.2 kcal/mol
multiplicity: 1
SMILES: CNCOC(=O)OCCOC(C)=O
molecular weight: 191.2 g mol⁻¹
HOMO-LUMO gap: 0.3842 hartree
electronic energy: -19194.3557 eV
LUMO: 0.0182 hartree
net charge: 0

Atomic partial charges in e from the Mulliken method, atoms 1 to 6: atom 1 (C): -0.7723, atom 2 (N): -0.4101, atom 3 (C): -0.1551, atom 4 (O): -0.3445, atom 5 (C): 0.5997, atom 6 (O): -0.4938

---

[2]
Density functional theory data (wB97M-V/def2-TZVPD) for one molecule with the formula C7H13NOS2 at a distorted geometry.

Last columns: bonded neighbours and bond lengths (Å).
Cartesian coordinates (Å):
1 C -2.519 -0.128 2.528  H8 1.262, H9 1.291, H10 1.100, S23 1.777
2 C -1.947 -0.717 -0.071  C3 1.570, H11 1.234, H12 1.203, S23 1.866
3 C -0.469 -1.043 0.347  C2 1.570, C4 1.564, H13 1.191, H14 1.134
4 C 0.585 -1.726 -0.587  C3 1.564, C5 1.622, H15 1.181, H16 1.140
5 C 0.792 -1.209 -2.111  C4 1.622, C6 1.656, H17 1.147, H18 1.188
6 C 0.960 0.435 -2.209  C5 1.656, H19 1.253, H20 1.100, N21 1.552
7 C 2.904 0.444 -0.509  N21 1.229, S24 1.665
8 H -2.787 0.841 3.290  C1 1.262
9 H -3.499 -0.968 2.572  C1 1.291
10 H -1.528 -0.571 2.706  C1 1.100
11 H -2.872 -1.514 -0.242  C2 1.234
12 H -2.193 -0.135 -1.095  C2 1.203
13 H 0.024 -0.028 0.729  C3 1.191
14 H -0.615 -1.679 1.274  C3 1.134
15 H 0.104 -2.776 -0.830  C4 1.181
16 H 1.579 -1.698 -0.029  C4 1.140
17 H 0.020 -1.681 -2.815  C5 1.147
18 H 1.852 -1.593 -2.484  C5 1.188
19 H -0.103 0.981 -1.834  C6 1.253
20 H 1.284 0.528 -3.256  C6 1.100
21 N 2.001 0.944 -1.176  C6 1.552, C7 1.229
22 O -4.212 0.803 0.627  S23 1.597
23 S -2.652 0.677 0.949  C1 1.777, C2 1.866, O22 1.597
24 S 4.314 0.630 0.356  C7 1.665

Output
highest occupied orbital energy: -9.2 eV
energy relative to the best compared isomer or geometry (same formula, charge and spin): 111.2 kcal/mol
multiplicity: 1
molecular weight: 191.3 g mol⁻¹
HOMO-LUMO gap: 0.3250 hartree
electronic energy: -32672.4843 eV
LUMO: -0.0126 hartree
net charge: 0

Atomic partial charges in e from the Mulliken method, atoms 1 to 6: atom 1 (C): -0.8008, atom 2 (C): -0.4443, atom 3 (C): -0.5379, atom 4 (C): -0.7592, atom 5 (C): -0.6945, atom 6 (C): -0.3431

---

[3]
Density functional theory data (wB97M-V/def2-TZVPD) for one molecule with the formula C7H13NOS2 at a distorted geometry.

Last columns: bonded neighbours and bond lengths (Å).
Cartesian coordinates (Å):
1 C -0.324 -0.685 -2.322  S2 1.718, H12 1.070, H13 1.087
2 S -0.427 0.165 -0.833  C1 1.718, O3 1.478, N4 1.732, C6 1.902
3 O -1.842 0.245 -0.413  S2 1.478
4 N 0.196 1.781 -0.881  S2 1.732, C5 1.509, H14 0.998
5 C -0.113 2.434 -2.206  N4 1.509, H15 1.071, H16 1.115, H17 1.050
6 C 0.540 -0.294 0.739  S2 1.902, C7 1.506, C8 1.679, S11 1.889
7 C 2.001 -0.537 0.468  C6 1.506, H18 1.101, H19 1.078, H20 0.989
8 C -0.061 -1.796 1.189  C6 1.679, C9 1.540, H21 1.014, H22 1.209
9 C -0.954 -1.526 2.415  C8 1.540, C10 1.326, H23 1.052
10 C -1.077 -0.258 2.785  C9 1.326, S11 1.783, H24 1.122
11 S 0.129 0.893 2.151  C6 1.889, C10 1.783
12 H -1.048 -1.468 -2.234  C1 1.070
13 H 0.736 -0.700 -2.561  C1 1.087
14 H -0.188 2.122 -0.026  N4 0.998
15 H 0.444 2.168 -3.080  C5 1.071
16 H -1.208 2.258 -2.317  C5 1.115
17 H -0.043 3.482 -2.194  C5 1.050
18 H 2.428 0.174 -0.256  C7 1.101
19 H 2.098 -1.566 0.161  C7 1.078
20 H 2.404 -0.272 1.331  C7 0.989
21 H 0.614 -2.505 1.454  C8 1.014
22 H -0.810 -2.206 0.333  C8 1.209
23 H -1.702 -2.152 2.811  C9 1.052
24 H -1.794 0.243 3.488  C10 1.122

Output
highest occupied orbital energy: -8.1 eV
energy relative to the best compared isomer or geometry (same formula, charge and spin): 109.6 kcal/mol
multiplicity: 1
SMILES: C=[S@](=O)(NC)[C@]1(C)CC=CS1
molecular weight: 191.3 g mol⁻¹
HOMO-LUMO gap: 0.3237 hartree
electronic energy: -32672.5533 eV
LUMO: 0.0263 hartree
net charge: 0

Atomic partial charges in e from the Mulliken method, atoms 1 to 6: atom 1 (C): -1.0834, atom 2 (S): 0.9263, atom 3 (O): -0.6821, atom 4 (N): -0.3835, atom 5 (C): -0.8551, atom 6 (C): 0.7181

---

[4]
Density functional theory data (wB97M-V/def2-TZVPD) for one molecule with the formula C7H13NS at a distorted geometry.

Last columns: bonded neighbours and bond lengths (Å).
Cartesian coordinates (Å):
1 C 0.709 0.631 -0.294  C2 1.305, C4 1.479
2 C 1.505 1.636 -0.536  C1 1.305, H10 1.168, H11 1.104
3 C 1.671 -1.201 1.298  S9 1.737, H12 1.150, H13 0.991
4 C -0.390 -0.218 -0.805  C1 1.479, C5 1.581, C6 1.597, N8 1.492
5 C -0.210 -0.644 -2.316  C4 1.581, H14 1.051, H15 1.050, H16 1.136
6 C -1.774 0.565 -0.654  C4 1.597, H17 1.096, H18 1.144, H19 1.133
7 C -0.360 -0.164 2.476  S9 1.839, H20 1.090, H21 1.042, H22 1.128
8 N -0.637 -1.454 -0.008  C4 1.492, S9 1.537
9 S -0.015 -1.607 1.390  C3 1.737, C7 1.839, N8 1.537
10 H 1.079 2.481 -1.219  C2 1.168
11 H 2.256 2.035 0.167  C2 1.104
12 H 2.182 -1.850 0.497  C3 1.150
13 H 2.145 -0.489 1.797  C3 0.991
14 H 0.199 0.084 -2.955  C5 1.051
15 H -1.202 -0.826 -2.610  C5 1.050
16 H 0.464 -1.558 -2.366  C5 1.136
17 H -1.798 1.333 -1.436  C6 1.096
18 H -1.751 1.169 0.317  C6 1.144
19 H -2.620 -0.188 -0.629  C6 1.133
20 H -0.816 0.462 1.708  C7 1.090
21 H 0.499 0.217 2.925  C7 1.042
22 H -1.138 -0.416 3.253  C7 1.128

Output
highest occupied orbital energy (alpha / beta): -8.2 / -8.1 eV
energy relative to the best compared isomer or geometry (same formula, charge and spin): 162.4 kcal/mol
multiplicity: 1
molecular weight: 143.3 g mol⁻¹
HOMO-LUMO gap (alpha / beta): 0.3011 / 0.2868 hartree
electronic energy: -19788.1265 eV
LUMO (alpha / beta): 0.0014 / -0.0124 hartree
net charge: 0

Atomic partial charges in e from the Mulliken method, atoms 1 to 6: atom 1 (C): 0.0336, atom 2 (C): -0.9186, atom 3 (C): -0.8578, atom 4 (C): 1.4200, atom 5 (C): -1.5281, atom 6 (C): -1.4332

---

[5]
Density functional theory data (wB97M-V/def2-TZVPD) for an isolated ion of composition C7H13O and charge -1 at a distorted geometry.

Last columns: bonded neighbours and bond lengths (Å).
Cartesian coordinates (Å):
1 C 0.977 0.375 3.666  C2 1.411, H9 0.993, H10 1.005
2 C 1.080 -0.816 2.914  C1 1.411, C3 1.430, H11 1.044
3 C 0.223 -0.867 1.771  C2 1.430, C4 1.508, H12 1.097, H13 1.088
4 C 0.648 -0.001 0.611  C3 1.508, C5 1.547, H14 1.077, H15 1.054
5 C -0.511 0.204 -0.393  C4 1.547, C6 1.559, H16 1.119, H17 1.189
6 C -0.072 0.784 -1.772  C5 1.559, C7 1.563, H18 1.028, H19 1.085
7 C -1.046 0.683 -2.991  C6 1.563, O8 1.348, H20 1.072, H21 1.176
8 O -1.153 -0.579 -3.451  C7 1.348
9 H 1.591 0.728 4.363  C1 0.993
10 H 0.176 0.941 3.447  C1 1.005
11 H 1.895 -1.417 3.168  C2 1.044
12 H -0.808 -0.692 2.102  C3 1.097
13 H 0.345 -1.903 1.461  C3 1.088
14 H 1.353 -0.524 -0.013  C4 1.077
15 H 1.117 0.880 0.948  C4 1.054
16 H -1.112 -0.722 -0.579  C5 1.119
17 H -1.321 0.998 -0.037  C5 1.189
18 H 0.605 0.046 -2.004  C6 1.028
19 H 0.320 1.795 -1.807  C6 1.085
20 H -1.985 0.826 -2.493  C7 1.072
21 H -0.741 1.501 -3.780  C7 1.176

Output
highest occupied orbital energy: -2.0 eV
energy relative to the best compared isomer or geometry (same formula, charge and spin): 52.8 kcal/mol
multiplicity: 1
SMILES: C=CCCCCC[O-]
molecular weight: 113.2 g mol⁻¹
HOMO-LUMO gap: 0.1966 hartree
electronic energy: -9514.1274 eV
LUMO: 0.1246 hartree
net charge: -1

Atomic partial charges in e from the Mulliken method, atoms 1 to 6: atom 1 (C): -1.0171, atom 2 (C): -0.0663, atom 3 (C): -0.8259, atom 4 (C): -0.5074, atom 5 (C): -0.4763, atom 6 (C): -0.7113

---

[6]
Density functional theory data (wB97M-V/def2-TZVPD) for an isolated ion of composition C7H13O and charge -1 at a distorted geometry.

Last columns: bonded neighbours and bond lengths (Å).
Cartesian coordinates (Å):
1 C 1.806 -2.775 -0.921  C2 1.520, H9 1.065, H10 1.095, H11 1.177
2 C 0.847 -1.598 -0.859  C1 1.520, C3 1.361, H12 1.043
3 C 0.263 -0.981 0.204  C2 1.361, C4 1.538, C5 1.449
4 C 0.888 -1.490 1.513  C3 1.538, H13 1.088, H14 1.115, H15 1.114
5 C -0.811 -0.008 0.247  C3 1.449, C6 1.475, H16 1.162, H17 1.154
6 C -0.241 1.326 -0.021  C5 1.475, C7 1.612, H18 1.024, H19 1.189
7 C -1.474 2.355 0.114  C6 1.612, O8 1.316, H20 1.091, H21 1.111
8 O -1.410 3.489 -0.552  C7 1.316
9 H 1.938 -3.152 -1.909  C1 1.065
10 H 2.703 -2.494 -0.359  C1 1.095
11 H 1.188 -3.551 -0.287  C1 1.177
12 H 0.649 -1.361 -1.855  C2 1.043
13 H 0.255 -2.344 1.745  C4 1.088
14 H 0.981 -0.789 2.375  C4 1.115
15 H 1.844 -2.060 1.465  C4 1.114
16 H -1.647 -0.302 -0.504  C5 1.162
17 H -1.204 0.017 1.332  C5 1.154
18 H 0.199 1.354 -0.945  C6 1.024
19 H 0.583 1.647 0.774  C6 1.189
20 H -1.537 2.355 1.204  C7 1.091
21 H -2.344 1.794 -0.289  C7 1.111

Output
highest occupied orbital energy: -2.1 eV
energy relative to the best compared isomer or geometry (same formula, charge and spin): 40.3 kcal/mol
multiplicity: 1
SMILES: C/C=C(\C)CCC[O-]
molecular weight: 113.2 g mol⁻¹
HOMO-LUMO gap: 0.2025 hartree
electronic energy: -9514.6688 eV
LUMO: 0.1240 hartree
net charge: -1

Atomic partial charges in e from the Mulliken method, atoms 1 to 6: atom 1 (C): -1.1930, atom 2 (C): -0.2956, atom 3 (C): 0.5640, atom 4 (C): -1.5167, atom 5 (C): -0.4284, atom 6 (C): -0.4725

---

[7]
Density functional theory data (wB97M-V/def2-TZVPD) for a 2-piece molecular cluster, C7H14 overall.

Last columns: bonded neighbours and bond lengths (Å).
Cartesian coordinates (Å):
1 C 0.341 0.891 1.019  C2 1.332, C7 1.506, H8 1.087
2 C -0.470 1.358 0.070  C1 1.332, C3 1.508, H9 1.088
3 C -0.648 0.779 -1.311  C2 1.508, C4 1.535, H10 1.095, H11 1.099
4 C -0.937 -0.728 -1.325  C3 1.535, C5 1.531, H12 1.098, H13 1.097
5 C 0.281 -1.607 -1.029  C4 1.531, C6 1.530, H14 1.100, H15 1.097
6 C 0.807 -1.561 0.406  C5 1.530, C7 1.531, H16 1.098, H17 1.098
7 C 1.361 -0.204 0.848  C1 1.506, C6 1.531, H18 1.095, H19 1.101
8 H 0.298 1.345 2.005  C1 1.087
9 H -1.081 2.230 0.294  C2 1.088
10 H -1.471 1.308 -1.802  C3 1.095
11 H 0.242 0.979 -1.926  C3 1.099
12 H -1.736 -0.946 -0.605  C4 1.098
13 H -1.333 -1.006 -2.311  C4 1.097
14 H 1.092 -1.321 -1.714  C5 1.100
15 H 0.032 -2.648 -1.270  C5 1.097
16 H 0.010 -1.863 1.099  C6 1.098
17 H 1.608 -2.305 0.505  C6 1.098
18 H 1.896 -0.329 1.795  C7 1.095
19 H 2.115 0.132 0.120  C7 1.101
20 H -1.009 2.954 2.621  H21 0.744
21 H -1.472 2.496 2.262  H20 0.744

Output
highest occupied orbital energy: -9.1 eV
energy relative to the best compared isomer or geometry (same formula, charge and spin): 35.2 kcal/mol
multiplicity: 1
SMILES: C1=CCCCCC1.[H][H]
molecular weight: 98.2 g mol⁻¹
HOMO-LUMO gap: 0.3793 hartree
electronic energy: -7484.7678 eV
LUMO: 0.0453 hartree
net charge: 0

Atomic partial charges in e from the Mulliken method, atoms 1 to 6: atom 1 (C): -0.0797, atom 2 (C): -0.1085, atom 3 (C): -0.7486, atom 4 (C): -0.6505, atom 5 (C): -0.5935, atom 6 (C): -0.6016

---

[8]
Density functional theory data (wB97M-V/def2-TZVPD) for one molecule with the formula C7H14.

Last columns: bonded neighbours and bond lengths (Å).
Cartesian coordinates (Å):
1 C -0.706 1.418 -0.882  C2 1.535, H8 1.096, H9 1.098, H10 1.095
2 C -0.550 -0.106 -0.790  C1 1.535, C3 1.490, C5 1.578, H11 1.098
3 C 0.585 -0.811 -1.449  C2 1.490, C4 1.474
4 C 1.796 0.008 -1.637  C3 1.474, H13 1.108, H14 1.096, H15 1.101
5 C -0.289 -0.740 0.631  C2 1.578, C6 1.530, C7 1.527, H12 1.101
6 C 0.759 -0.036 1.497  C5 1.530, H16 1.097, H17 1.096, H18 1.095
7 C -1.576 -0.925 1.433  C5 1.527, H19 1.094, H20 1.096, H21 1.096
8 H -1.651 1.750 -0.435  C1 1.096
9 H -0.734 1.719 -1.938  C1 1.098
10 H 0.103 1.981 -0.405  C1 1.095
11 H -1.489 -0.561 -1.132  C2 1.098
12 H 0.081 -1.750 0.398  C5 1.101
13 H 1.666 0.114 -2.732  C4 1.108
14 H 2.733 -0.547 -1.518  C4 1.096
15 H 1.880 1.017 -1.204  C4 1.101
16 H 0.949 -0.642 2.391  C6 1.097
17 H 0.403 0.943 1.837  C6 1.096
18 H 1.722 0.106 0.995  C6 1.095
19 H -2.362 -1.394 0.833  C7 1.094
20 H -1.373 -1.575 2.292  C7 1.096
21 H -1.949 0.031 1.816  C7 1.096

Output
highest occupied orbital energy: -7.9 eV
energy relative to the best compared isomer or geometry (same formula, charge and spin): 86.5 kcal/mol
multiplicity: 1
molecular weight: 98.2 g mol⁻¹
HOMO-LUMO gap: 0.3208 hartree
electronic energy: -7482.5449 eV
LUMO: 0.0305 hartree
net charge: 0

Atomic partial charges in e from the Mulliken method, atoms 1 to 6: atom 1 (C): -1.5949, atom 2 (C): 0.6460, atom 3 (C): -0.6252, atom 4 (C): -1.0067, atom 5 (C): 0.3017, atom 6 (C): -1.4216